Entry from the OMol25 dataset: C8H16Br8 as an isolated structure (ωB97M-V with the def2-TZVPD basis set).

As for the HOMO energy: -7.062 eV. Its spin multiplicity is 1. As for the energy above the lowest of the compared OMol25 structures with the same formula, charge and spin: 345.2 kcal per mole. For the orbital gap, the calculation gives 7.17 eV.

```
32
Properties=species:S:1:pos:R:3:mulliken_charge:R:1
Br 4.92 2.82 -4.04 -0.195
C 3.02 3.22 -3.65 -0.444
C 2.69 2.70 -2.18 -1.145
Br 1.67 1.01 -2.00 -0.101
H 2.36 2.71 -4.36 0.335
H 2.89 4.30 -3.60 0.312
H 2.14 3.45 -1.62 0.388
H 3.45 2.54 -1.41 0.539
Br 0.53 -0.60 -1.02 0.014
C 1.29 0.72 0.15 -0.179
C 0.16 0.90 1.25 0.472
Br 1.00 2.15 2.54 -0.131
H 1.39 1.71 -0.27 0.102
H 2.23 0.36 0.56 0.580
H -0.14 -0.01 1.79 -1.231
H -0.79 1.24 0.85 0.477
Br -0.95 -0.63 3.37 -0.097
C 0.19 -2.15 3.11 -0.551
C -0.56 -3.10 2.18 -0.725
Br -0.49 -2.48 0.30 -0.023
H 0.16 -2.51 4.14 0.355
H 1.12 -1.66 2.80 0.315
H -1.59 -3.19 2.54 0.375
H -0.22 -4.13 2.21 0.472
Br -1.94 0.12 0.66 0.174
C -3.72 -0.48 -0.24 -0.692
C -3.31 -2.01 -0.63 -0.612
Br -1.87 -1.81 -1.98 -0.172
H -3.99 0.09 -1.14 0.373
H -4.43 -0.30 0.57 0.388
H -4.22 -2.39 -1.09 0.419
H -2.99 -2.58 0.24 0.208
```

Entry from the OMol25 dataset: C38H31AsN2O3PPt as an isolated structure (ωB97M-V with the def2-TZVPD basis set).

The expectation value of S² is 6.0622. As for the HOMO energy (spin up / spin down): -15.622 / -16.248 eV. Its spin multiplicity is 5. As for the energy above the lowest of the compared OMol25 structures with the same formula, charge and spin: 25.9 kcal per mole. As for the net charge: +3. For the orbital gap (spin up / spin down), the calculation gives 6.81 / 4.02 eV.

```
77
Properties=species:S:1:pos:R:3:mulliken_charge:R:1
Pt 0.24 0.79 0.03 1.486
O 3.08 -1.87 -0.68 -0.514
C 2.64 -0.75 -0.72 0.168
O 2.18 -0.09 0.36 -0.764
C 2.50 -0.01 -2.04 -0.718
P 0.74 0.38 -2.23 0.751
C 0.60 1.89 -3.19 0.748
C 0.16 1.92 -4.52 -0.469
C 0.13 3.13 -5.19 -0.736
C 0.52 4.30 -4.56 -0.694
C 0.96 4.27 -3.24 -0.656
C 1.01 3.07 -2.56 -0.703
C -0.07 -0.99 -3.03 0.633
C 0.57 -2.23 -3.15 -0.542
C -0.04 -3.25 -3.85 -0.785
C -1.30 -3.06 -4.41 -0.566
C -1.97 -1.85 -4.25 -0.811
C -1.36 -0.82 -3.55 -0.609
H 2.88 -0.60 -2.86 0.672
H 3.03 0.94 -1.99 0.475
H -0.13 1.01 -5.03 0.476
H -0.20 3.16 -6.22 0.453
H 0.48 5.24 -5.09 0.444
H 1.27 5.19 -2.75 0.434
H 1.36 3.04 -1.53 0.430
H 1.56 -2.38 -2.72 0.330
H 0.47 -4.20 -3.98 0.488
H -1.76 -3.86 -4.97 0.454
H -2.95 -1.71 -4.67 0.455
H -1.88 0.13 -3.42 0.561
C -3.25 -5.29 2.34 -0.463
C -3.23 -4.08 3.03 -0.780
C -2.36 -3.08 2.66 -0.193
C -1.44 -3.35 1.63 0.822
C -1.47 -4.56 0.90 -0.442
C -2.36 -5.54 1.29 -0.740
As -0.05 -2.10 1.17 0.707
C 1.57 -2.77 1.98 0.683
C 2.36 -3.77 1.54 -0.298
C 3.59 -4.02 2.22 -0.649
C 4.01 -3.22 3.30 -0.869
C 3.21 -2.21 3.75 -1.000
C 1.96 -1.96 3.09 0.746
C 1.04 -0.94 3.46 0.797
C 1.16 -0.11 4.59 -0.731
C 0.16 0.79 4.89 -1.022
C -0.97 0.89 4.07 -0.798
C -1.10 0.08 2.92 0.126
C -0.11 -0.82 2.63 -0.269
H -3.98 -6.05 2.61 0.431
H -3.91 -3.91 3.86 0.440
H -2.36 -2.14 3.19 0.350
H -0.80 -4.73 0.07 0.469
H -2.37 -6.49 0.77 0.441
H 2.09 -4.37 0.68 0.501
H 4.23 -4.83 1.87 0.458
H 4.96 -3.41 3.78 0.484
H 3.52 -1.61 4.59 0.443
H 2.02 -0.19 5.25 0.466
H 0.23 1.41 5.77 0.490
H -1.76 1.58 4.33 0.521
H -2.00 0.14 2.33 0.635
N -3.51 5.44 -0.70 -0.333
C -2.17 5.55 -0.84 0.189
O -1.60 6.20 -1.69 -0.527
C -1.30 4.77 0.12 0.023
C -0.40 5.44 0.94 -0.216
C 0.52 4.72 1.69 -1.026
C 0.57 3.35 1.54 -0.263
N -0.30 2.70 0.73 -0.001
C -1.23 3.40 0.05 -0.090
H -4.11 5.98 -1.31 0.282
H -3.93 4.98 0.09 0.206
H -0.41 6.53 0.98 0.530
H 1.22 5.21 2.35 0.467
H 1.31 2.75 2.04 0.591
H -1.91 2.83 -0.58 0.519
```

Entry from the OMol25 dataset: a 2-piece molecular cluster, C3H10O2S2 overall (ωB97M-V with the def2-TZVPD basis set).

The expectation value of S² is 0.7539. As for the HOMO energy (spin up / spin down): -0.342 / -3.572 eV. Its spin multiplicity is 2. As for the energy above the lowest of the compared OMol25 structures with the same formula, charge and spin: 12.2 kcal per mole. As for the net charge: -1. For the orbital gap (spin up / spin down), the calculation gives 3.69 / 6.90 eV.

```
17
Properties=species:S:1:pos:R:3:mulliken_charge:R:1
C -1.17 0.99 0.21 -0.531
C -0.82 0.80 -1.25 -0.448
O -0.50 -0.56 -1.54 -0.493
C 0.01 0.61 1.10 -0.184
S -0.34 -0.25 2.71 -0.428
S 0.25 -2.35 2.06 -0.595
H -1.99 0.29 0.42 0.240
H -1.57 1.99 0.38 0.326
H -1.68 1.11 -1.87 0.361
H 0.04 1.40 -1.58 0.294
H -0.25 -0.65 -2.47 0.286
H 0.75 1.39 1.30 0.256
H 0.48 -0.18 0.51 -0.132
H -0.97 -2.69 1.56 0.066
H 2.04 -1.15 -0.73 0.314
H 3.20 -0.45 -0.08 0.301
O 2.51 -0.30 -0.74 -0.634
```

Entry from the OMol25 dataset: C44H75F6NO26Y as an isolated structure (ωB97M-V with the def2-TZVPD basis set).

As for the HOMO energy: -11.288 eV. Its spin multiplicity is 1. As for the net charge: +1. For the orbital gap, the calculation gives 6.37 eV.

```
153
Properties=species:S:1:pos:R:3:mulliken_charge:R:1
Y 13.21 5.50 8.85 1.573
C 12.07 8.50 7.42 -0.555
O 13.19 8.63 6.57 1.115
O 12.20 7.36 8.09 0.372
C 11.99 9.73 8.33 -0.466
F 11.24 9.49 9.43 0.399
F 13.22 10.03 8.81 0.341
F 11.48 10.78 7.71 -0.211
C 13.06 9.46 5.44 0.029
C 14.35 9.35 4.66 -0.986
H 14.38 8.41 4.10 0.602
H 14.47 10.16 3.94 0.601
H 15.17 9.33 5.38 -0.560
H 12.82 10.49 5.74 -0.523
H 12.21 9.21 4.78 -0.006
H 11.15 8.50 6.81 0.171
C 14.14 4.94 5.86 0.743
O 12.73 4.80 6.02 -0.273
O 14.60 4.99 7.12 -0.939
C 14.72 3.83 4.97 0.751
F 14.11 2.66 5.11 -0.266
F 14.55 4.22 3.68 -0.264
F 16.02 3.68 5.18 -0.214
C 11.88 5.35 5.03 0.117
C 10.43 5.18 5.46 -1.177
H 10.23 5.73 6.38 -0.083
H 9.79 5.51 4.63 0.491
H 10.18 4.13 5.59 0.356
H 12.02 4.88 4.06 0.552
H 12.04 6.43 4.96 -0.173
H 14.30 5.86 5.27 -0.309
O 7.42 11.71 11.49 -0.619
C 7.76 10.57 11.55 0.399
O 7.56 9.77 12.61 -0.350
C 6.87 10.33 13.75 -0.341
C 7.79 11.16 14.60 -0.771
C 8.41 9.81 10.42 0.120
H 6.43 9.47 14.27 0.360
H 5.97 10.87 13.42 0.327
H 7.33 11.33 15.58 0.452
H 7.97 12.11 14.11 0.261
H 8.74 10.66 14.79 -0.002
H 8.59 10.49 9.60 0.014
H 7.75 8.98 10.18 0.512
H 9.35 9.34 10.72 -0.445
O 12.77 14.06 4.69 -0.646
C 11.74 14.58 5.05 0.781
O 10.54 14.18 4.62 -0.193
C 10.50 13.00 3.81 -0.716
C 10.39 11.76 4.64 0.542
C 11.60 15.60 6.13 -0.661
H 11.48 12.95 3.32 0.405
H 9.71 13.05 3.07 0.334
H 9.46 11.63 5.21 0.377
H 11.17 11.64 5.39 -0.449
H 10.41 10.89 3.98 -0.287
H 10.90 15.31 6.90 -0.239
H 11.40 16.60 5.77 0.418
H 12.57 15.70 6.63 0.374
O 9.36 17.17 8.36 -0.542
C 8.78 16.47 7.58 0.646
O 8.34 15.22 7.84 -0.369
C 8.86 14.62 9.03 -0.404
C 8.79 13.12 8.92 0.038
C 8.45 16.88 6.16 -1.063
H 8.23 14.94 9.86 0.509
H 9.87 14.98 9.26 0.055
H 9.00 12.67 9.89 -0.353
H 9.53 12.73 8.21 -0.160
H 7.81 12.83 8.56 0.658
H 9.17 17.66 5.90 0.362
H 7.46 17.32 6.17 0.368
H 8.62 16.12 5.40 0.199
O 10.81 4.94 8.81 -0.237
C 9.68 5.20 9.24 0.009
O 8.68 4.37 9.18 -0.318
C 8.92 2.99 8.89 -0.079
C 9.29 2.20 10.12 -1.164
C 9.34 6.52 9.85 0.093
H 9.71 2.87 8.14 0.085
H 8.07 2.57 8.36 0.455
H 9.23 1.13 9.92 0.414
H 8.59 2.43 10.92 0.312
H 10.29 2.44 10.49 0.238
H 8.63 6.35 10.67 0.576
H 8.90 7.08 9.03 0.309
H 10.19 7.06 10.26 -0.344
O 14.96 7.34 9.38 -0.551
C 15.52 8.43 9.53 0.622
O 16.27 8.96 8.61 -0.176
C 16.57 8.19 7.42 0.778
C 17.53 7.04 7.72 -1.857
C 15.35 9.29 10.74 -0.700
H 17.03 8.86 6.69 0.231
H 15.63 7.85 6.98 -0.226
H 18.47 7.50 8.03 0.454
H 17.70 6.52 6.78 0.457
H 17.11 6.34 8.43 0.369
H 15.06 10.30 10.45 -0.037
H 16.32 9.35 11.24 0.454
H 14.62 8.80 11.37 0.128
C 10.70 7.59 1.22 -1.452
C 11.17 8.87 1.88 0.606
C 10.61 10.15 1.22 -0.467
C 9.19 10.32 1.50 0.175
N 8.06 10.44 1.71 -0.475
H 10.98 7.59 0.16 0.418
H 9.61 7.49 1.29 0.369
H 11.11 6.69 1.69 0.286
H 12.27 8.92 1.84 0.107
H 10.98 8.85 2.96 -0.263
H 10.74 9.97 0.15 0.527
H 11.18 11.01 1.56 0.170
C 17.60 10.24 3.24 -0.276
C 16.90 9.15 2.37 -0.129
O 17.13 7.97 3.11 -0.311
C 17.82 8.21 4.24 0.687
O 18.20 7.37 4.99 -0.538
O 18.03 9.53 4.41 -0.361
H 16.90 11.03 3.51 0.121
H 18.48 10.67 2.76 0.433
H 17.39 9.21 1.41 0.358
H 15.85 9.40 2.29 0.081
C 16.03 12.64 6.24 -0.043
C 14.81 11.90 6.83 1.719
O 14.71 12.59 8.10 0.307
C 15.92 13.08 8.46 0.207
O 16.20 13.41 9.55 -0.547
O 16.72 13.15 7.37 -0.411
H 15.66 13.41 5.56 0.214
H 16.66 12.01 5.62 0.107
H 14.92 10.84 7.06 -1.180
H 13.90 12.21 6.32 -0.572
C 12.51 9.10 13.56 -0.152
C 11.69 9.51 12.31 1.006
O 10.71 10.41 12.84 0.015
C 11.04 10.78 14.10 0.299
O 10.60 11.69 14.70 -0.477
O 11.97 9.93 14.61 -0.409
H 13.54 9.43 13.50 0.300
H 12.35 8.05 13.80 0.283
H 11.13 8.68 11.89 -0.353
H 12.26 10.07 11.58 -0.620
C 13.35 13.42 11.59 -0.198
C 12.42 12.81 10.51 1.023
O 12.16 13.91 9.63 -0.007
C 12.79 15.03 10.08 0.417
O 12.67 16.09 9.59 -0.513
O 13.47 14.77 11.21 -0.399
H 14.28 12.85 11.58 0.232
H 12.90 13.33 12.58 0.310
H 11.50 12.43 10.95 -0.034
H 12.90 12.11 9.83 -0.994
```

Number 1: E -568881.21747 eV, strongest force on any atom 14.9 eV/A. Number 2: E -122377.46530 eV, strongest force on any atom 0.9 eV/A. Number 3: E -29038.17177 eV, strongest force on any atom 2.7 eV/A. Number 4: E -118915.53955 eV, strongest force on any atom 5.6 eV/A.